No. 1
Below is 2 unconnected molecules or ions with the total composition C22H31BO4, with properties calculated with ωB97M-V/def2-TZVPD.

Values from the calculation:
HOMO level (eV): -8.5
SMILES string: Cc1ccc(C(C)C)c(OCBOC(=O)c2ccccc2)c1.CCOCC
Spin multiplicity: 1
HOMO-LUMO gap (eV): 7.8938
Total energy (eV): -32174.439
Relative energy (zero: lowest compared OMol25 entry of this formula, charge and spin) (kJ/mol): 525.2
Max |F| (hartree/bohr): 0.0976

The geometry in XYZ format:
```
58
Properties=species:S:1:pos:R:3:forces:R:3:lowdin_charge:R:1
C 1.431591 -5.571486 0.833830 0.4309 0.5238 0.7105 -0.104
C 2.124846 -4.136061 0.860498 1.9965 3.0330 -0.4846 -0.222
C 3.093760 -3.783661 -0.295997 -0.0696 2.7840 2.4758 -0.042
C 3.840342 -2.415821 -0.319644 -2.1401 -1.5160 2.2146 -0.017
C 3.665880 -1.317658 0.800960 -1.4123 -3.5222 -0.2374 -0.074
C 4.542251 -0.004592 0.635519 -0.4406 0.2348 -1.0360 -0.332
C 4.079882 1.288590 1.441625 0.0251 0.3336 -0.1800 -0.104
C 4.463855 0.402437 -0.947917 -0.7980 -0.1375 0.0647 -0.107
C 2.693251 -1.683056 1.940483 0.3949 -2.1994 -2.1735 -0.153
O 2.485976 -0.784659 3.024233 -0.2094 -0.9955 -1.5718 -0.162
C 1.362667 0.110519 2.793430 0.0542 0.8738 0.2706 -0.128
B -0.084667 -0.463172 3.232493 -0.1987 1.9921 -0.7006 -0.102
O -1.211629 0.484140 3.163299 0.8048 -2.0964 -2.7030 0.056
C -2.160893 0.082440 2.188314 -4.3426 -0.3401 1.4340 -0.358
O -3.371500 0.045045 2.563425 4.7054 0.2194 -1.7255 0.057
C -1.835777 -0.369721 0.704697 1.0163 -1.1511 -2.9505 -0.086
C -2.746634 -1.442801 0.064040 3.1909 1.4795 -2.1440 0.015
C -2.399777 -1.921408 -1.373875 1.3348 1.7441 1.0956 -0.052
C -1.212021 -1.390680 -2.213050 -0.4230 1.8638 3.7285 -0.048
C -0.324870 -0.289616 -1.587820 -2.8925 -1.3945 2.3391 -0.053
C -0.667097 0.185054 -0.157086 -1.3103 -1.8971 -0.8304 -0.021
C 1.935338 -3.063415 1.968865 1.8327 0.0035 -2.5540 0.057
H 0.459101 -5.542074 0.209587 1.6182 -0.1481 1.0898 0.087
H 2.166891 -6.364928 0.427534 -1.2426 1.4341 0.4074 0.083
H 1.224710 -5.887394 1.922179 -0.0057 0.5000 -1.7305 0.079
H 3.304793 -4.540182 -1.137012 -0.4203 1.3399 1.5159 0.096
H 4.561095 -2.274553 -1.207425 -1.2799 -0.0134 1.7419 0.093
H 5.636401 -0.244471 0.853885 -1.5049 0.2417 -0.0346 0.139
H 4.842578 2.125468 1.259038 -1.0228 -1.2323 0.1759 0.087
H 3.081137 1.664903 0.999538 1.5023 -0.5960 0.8096 0.085
H 3.989027 1.161525 2.570184 0.0561 -0.0446 -1.6096 0.081
H 5.240075 -0.139939 -1.582719 -0.9278 0.9240 0.8995 0.072
H 4.518124 1.538648 -1.081211 0.2900 -1.6400 0.1965 0.077
H 3.429417 0.088823 -1.360821 1.6131 0.4836 0.7020 0.077
H 1.559632 1.050086 3.445438 -0.2532 -1.3566 -0.9552 0.149
H 1.432326 0.470407 1.708522 -0.4494 -0.4394 1.5094 0.093
H -0.329961 -1.541230 3.639543 0.0681 -0.2519 0.0227 0.092
H -3.638038 -1.866569 0.624678 1.4048 0.6678 -0.8436 0.111
H -3.080862 -2.718781 -1.837645 1.1941 1.3655 0.7835 0.092
H -0.976905 -1.748741 -3.265360 -0.5621 0.3796 1.6673 0.093
H 0.588912 0.189564 -2.097183 -1.7618 -0.9783 0.7542 0.099
H -0.016833 0.999695 0.297873 -1.0316 -1.2039 -0.7094 0.097
H 1.242363 -3.330590 2.843366 1.2424 0.6929 -1.4009 0.103
C -4.035543 5.261525 -2.517531 0.1015 0.0329 0.2591 -0.085
C -4.593867 3.884203 -2.830426 0.1057 0.0211 -0.0827 -0.282
O -3.620583 2.852086 -2.753801 0.0247 -0.0326 -0.1637 -0.162
C -3.022818 2.643346 -1.481152 -0.0849 -0.1615 0.0175 -0.272
C -4.014596 2.219891 -0.412093 -0.1687 0.2404 0.0244 -0.067
H -3.136524 5.458022 -3.107266 -0.1116 -0.0280 -0.0429 0.081
H -4.778016 6.033036 -2.734426 0.0408 -0.0561 -0.0013 0.075
H -3.760636 5.350091 -1.463272 -0.0603 0.0540 -0.0453 0.066
H -4.962021 3.881407 -3.859855 0.1225 -0.1877 0.0554 0.117
H -5.451545 3.650138 -2.191359 0.0094 0.0560 0.0694 0.106
H -2.461884 3.531893 -1.170990 -0.0463 0.0558 0.0601 0.109
H -2.289672 1.843850 -1.614681 -0.1180 0.0877 -0.2072 0.092
H -4.698851 3.034053 -0.158447 0.0505 -0.0386 0.0688 0.070
H -3.491320 1.927791 0.500670 -0.0848 0.0101 -0.0757 0.057
H -4.620876 1.378579 -0.757682 0.1432 -0.0139 0.0300 0.088
```
Forces are in eV/Å.

=====

No. 2
Below is a molecular structure, C22H31Br2IMgN4Si, with properties calculated with ωB97M-V/def2-TZVPD.

Values from the calculation:
HOMO level (eV): -7.2
Spin multiplicity: 1
HOMO-LUMO gap (eV): 7.3961
Total energy (eV): -190792.206
Relative energy (zero: lowest compared OMol25 entry of this formula, charge and spin) (kJ/mol): 0.0
Max |F| (hartree/bohr): 0.0051

The geometry in XYZ format:
```
62
Properties=species:S:1:pos:R:3:forces:R:3:lowdin_charge:R:1
Mg -0.344691 0.021262 0.527687 -0.1118 -0.0247 -0.0623 0.129
Br 0.497751 -0.030040 2.824405 0.0066 -0.0390 -0.0087 0.044
C -0.187613 -5.527047 1.409952 0.0157 -0.0057 0.0078 -0.157
C -0.285825 -4.351935 2.359999 -0.0172 0.0047 -0.0050 -0.171
N -0.415175 -3.126932 1.595826 -0.0085 -0.0395 0.0023 0.075
C -0.970401 -3.021043 0.368620 0.0658 0.0015 -0.0252 -0.376
N -1.081114 -1.822575 -0.159505 -0.0040 0.2618 0.0331 -0.052
C -1.736793 -1.685164 -1.463603 -0.0315 -0.0687 0.0446 -0.244
C -1.508809 -2.902046 -2.336293 -0.0065 0.0209 -0.0083 -0.154
C -1.973740 -4.123746 -1.573460 -0.0053 -0.0213 -0.0072 -0.149
N -1.335539 -4.168440 -0.266047 -0.0025 0.0044 0.0385 -0.036
C -1.336682 -5.450371 0.424452 -0.0129 0.0091 0.0088 -0.149
H -0.230674 -6.466904 1.959915 0.0066 0.0040 0.0051 0.119
H 0.760118 -5.488868 0.869020 -0.0014 -0.0032 -0.0053 0.124
H 0.605068 -4.269146 2.981777 0.0036 -0.0104 -0.0041 0.126
H -1.143620 -4.483299 3.029046 0.0006 0.0021 0.0000 0.123
H -0.183258 -2.254506 2.057999 0.0048 0.0030 0.0072 -0.010
H -1.361578 -0.776275 -1.936945 0.0279 -0.0136 -0.0248 0.096
H -2.813495 -1.531597 -1.322584 -0.0188 -0.0095 -0.0106 0.113
H -0.445278 -2.995982 -2.572092 0.0005 -0.0117 -0.0161 0.112
H -2.057483 -2.818128 -3.274698 0.0094 0.0143 -0.0033 0.121
H -1.706109 -5.042045 -2.099434 0.0003 0.0088 -0.0055 0.122
H -3.065385 -4.113449 -1.465755 0.0067 0.0020 -0.0074 0.132
H -1.243553 -6.227411 -0.335144 0.0007 -0.0017 0.0046 0.121
H -2.292516 -5.610763 0.939266 0.0064 0.0035 -0.0012 0.132
Br 4.265843 0.366770 -3.425842 -0.0120 -0.0180 -0.0384 0.730
C 4.510548 0.741395 -1.595368 0.0344 0.0296 0.0404 -0.749
C 5.552869 1.586512 -1.236703 0.0030 0.0105 -0.0039 -0.136
C 5.753746 1.915211 0.092946 -0.0150 0.0008 0.0082 -0.081
C 4.915112 1.402539 1.072565 0.0026 -0.0098 -0.0099 -0.074
C 3.880001 0.552157 0.721145 0.0328 0.0160 -0.0061 -0.157
C 3.681061 0.221534 -0.613508 -0.0270 0.0112 0.0275 -0.709
I 2.068308 -1.023920 -1.050778 -0.0073 -0.0343 -0.0201 1.098
H 6.195214 1.989689 -2.006986 -0.0033 -0.0023 -0.0081 0.101
H 6.564135 2.580121 0.360425 0.0049 0.0005 0.0007 0.108
H 5.059846 1.664093 2.112067 -0.0003 -0.0004 0.0042 0.110
H 3.211705 0.160804 1.477348 -0.0048 -0.0033 0.0126 0.053
C -3.329318 1.000667 0.727194 -0.1259 0.0075 -0.0390 -0.169
Si -2.529116 2.046768 -0.619916 0.0365 -0.0668 0.1609 0.349
C -3.506948 1.711740 -2.193723 0.0539 0.0054 -0.0746 -0.175
C -2.676601 3.874589 -0.246506 -0.0035 0.0288 0.0152 -0.164
N -0.887538 1.560950 -0.585117 0.0313 -0.1125 -0.0381 -0.184
C 0.124713 2.311396 -1.182714 -0.0003 -0.0362 0.0025 -0.412
C 1.272363 2.653350 -0.451728 -0.0146 0.0528 -0.0927 -0.070
C 2.317422 3.352376 -1.034962 0.0099 -0.0240 -0.0048 -0.102
C 2.247841 3.746494 -2.364439 0.0060 0.0225 -0.0025 -0.116
C 1.110337 3.433691 -3.098392 -0.0106 -0.0101 0.0104 -0.096
C 0.067609 2.724884 -2.522208 0.0722 0.0107 0.0045 -0.047
H -4.406799 1.176894 0.775510 0.0040 0.0022 0.0468 0.034
H -2.909922 1.220401 1.712526 -0.0051 0.0096 0.0161 0.032
H -3.201607 -0.071292 0.532417 0.0135 0.0297 0.0132 0.010
H -4.529669 2.078180 -2.071628 -0.0227 -0.0144 -0.0124 0.028
H -3.559859 0.645221 -2.424137 0.0045 -0.0218 0.0119 0.012
H -3.080956 2.215038 -3.064194 -0.0156 0.0283 0.0131 0.017
H -3.711343 4.222775 -0.267473 -0.0087 0.0047 0.0059 0.027
H -2.111746 4.452337 -0.982306 -0.0168 0.0005 -0.0321 0.028
H -2.251977 4.104234 0.733032 -0.0206 -0.0214 0.0176 0.032
H 1.313316 2.379854 0.598404 0.0469 -0.0114 0.0285 0.093
H 3.194095 3.589741 -0.443140 0.0018 0.0092 0.0064 0.100
H 3.063228 4.292342 -2.821123 0.0048 -0.0008 0.0017 0.095
H 1.038618 3.735523 -4.136717 0.0040 -0.0049 -0.0010 0.099
H -0.800142 2.453891 -3.111773 0.0120 0.0209 -0.0217 0.091
```
Forces are in eV/Å.

=====

No. 3
Below is a molecular structure, C22H31ClIrN7O2PS2Se, with properties calculated with ωB97M-V/def2-TZVPD.

Values from the calculation:
HOMO level (alpha / beta) (eV): -10.2 / -10.2
Spin multiplicity: 1
Total charge: +1
HOMO-LUMO gap (alpha / beta) (eV): 6.1013 / 6.0850
Total energy (eV): -149484.860
Relative energy (zero: lowest compared OMol25 entry of this formula, charge and spin) (kJ/mol): 2416.4
Max |F| (hartree/bohr): 0.0995

The geometry in XYZ format:
```
68
Properties=species:S:1:pos:R:3:forces:R:3:lowdin_charge:R:1
Ir -0.291733 0.347204 -1.389094 0.4125 -0.1060 -0.3572 0.818
Se 3.392945 6.715821 0.893596 0.0118 -0.0039 0.0075 1.137
N 1.744507 6.078799 1.153146 0.0216 -0.0274 -0.0148 -0.218
C 1.648815 4.971798 0.477250 -0.0836 0.0823 -0.0285 -0.333
C 0.453160 4.143683 0.380431 -0.0604 0.1907 0.0801 -0.073
C -0.831197 4.178059 0.845000 0.4065 -0.4054 0.6229 0.097
C -2.545080 3.653430 -0.606198 -0.5765 2.2466 -2.4127 -0.276
C -1.513145 3.065892 0.191455 2.2760 0.0922 -0.4165 -0.591
N -0.567823 2.282617 -0.515682 0.9888 0.2107 -0.3114 0.008
C 0.541930 2.978576 -0.433003 -0.2629 -0.4706 0.0978 -0.180
C 1.717866 2.566010 -1.138051 0.1006 0.0208 0.1783 -0.159
N 1.584787 1.423737 -1.819108 0.3692 -0.1340 -0.1204 -0.026
C 2.651734 0.993633 -2.491602 -0.0126 0.1499 -0.0399 -0.127
C 3.854853 1.695021 -2.493534 0.0027 0.0147 0.0292 -0.014
C 3.977577 2.878077 -1.786211 -0.0264 -0.0394 -0.0191 0.030
C 2.870690 3.337392 -1.077268 -0.0045 -0.0107 -0.0158 -0.068
C 2.836233 4.567628 -0.266827 0.0552 0.0271 0.0083 -0.324
N 3.861513 5.363980 -0.172042 -0.0505 -0.0311 0.0380 -0.222
H -1.316736 4.889317 1.493432 0.0249 0.1128 -0.0976 0.139
H -2.485589 4.405430 -1.375354 -0.6514 -0.2607 -0.4123 0.127
H -4.555924 1.407845 -0.563768 0.1134 -0.7298 -0.9858 0.086
H 2.528612 0.068075 -3.036081 0.0316 -0.0132 0.0132 0.067
H 4.692023 1.292306 -3.046143 -0.0117 0.0297 -0.0399 0.119
H 4.901230 3.440920 -1.772256 0.0058 -0.0070 0.0011 0.126
C 1.798295 -4.845324 -2.812674 -0.0026 0.0222 0.0033 -0.090
C 2.683031 -4.541543 -1.626112 -0.0036 -0.0406 0.0072 -0.282
O 2.820005 -3.119441 -1.399709 -0.1250 0.0046 -0.0455 -0.349
P 1.654072 -2.205956 -0.805180 0.2055 0.0592 -0.0900 -0.071
S 0.630804 -3.141054 0.583398 0.1518 -0.0503 0.0381 0.368
S 0.577374 -1.530680 -2.411530 -0.0431 -0.0541 0.1396 0.317
O 2.497265 -0.987294 -0.221017 -0.0377 -0.0087 -0.1413 -0.370
C 3.921921 -1.014130 0.022495 0.0311 -0.0171 0.1226 -0.264
C 4.306955 -1.963283 1.135307 0.0166 0.0196 0.0007 -0.070
H 1.830450 -5.914674 -3.024228 -0.0014 -0.0017 0.0086 0.084
H 2.138129 -4.306514 -3.697226 0.0069 -0.0143 -0.0030 0.082
H 0.763598 -4.566075 -2.612211 -0.0016 -0.0016 -0.0058 0.055
H 3.701571 -4.888793 -1.788480 0.0031 0.0189 -0.0007 0.123
H 2.296754 -4.997116 -0.713353 0.0110 -0.0023 0.0032 0.083
H 4.158315 0.012778 0.301447 -0.0146 0.0099 -0.0513 0.118
H 4.435663 -1.251889 -0.909475 0.0028 -0.0217 0.0160 0.114
H 3.693226 -1.783248 2.017542 0.0063 0.0044 0.0046 0.084
H 5.352209 -1.798495 1.401253 0.0012 -0.0096 -0.0061 0.085
H 4.191002 -3.002461 0.833334 -0.0330 -0.0021 0.0126 0.070
C -3.734950 -2.332408 3.322611 0.1397 0.0524 0.0629 -0.014
N -3.032743 -2.334010 2.042118 -0.1372 0.0707 -0.0819 -0.092
C -2.535850 -3.644366 1.607595 -0.0094 -0.0190 0.0090 -0.026
C -2.838038 -1.246919 1.315200 0.5573 -0.8825 0.7833 -0.285
N -1.915372 -1.268454 0.349004 -0.0666 -0.2411 -0.0296 0.044
N -3.545050 -0.078700 1.660331 0.4687 -0.1156 -2.9161 -0.087
C -2.917428 1.116872 1.353324 -2.8802 -0.6460 3.4428 -0.189
C -5.002392 -0.269530 1.414133 -0.2803 0.2445 0.7555 -0.030
H -3.109329 -2.839390 4.056119 -0.0085 0.0060 0.0083 0.109
H -4.675982 -2.875524 3.229771 -0.0046 0.0114 0.0143 0.105
H -3.921325 -1.317299 3.657702 0.0351 -0.0142 0.0371 0.096
H -3.136117 -4.406102 2.097966 -0.0387 0.0032 -0.0193 0.101
H -1.491070 -3.778633 1.881498 -0.0840 -0.0142 0.0346 0.029
H -2.635733 -3.744175 0.528590 0.0549 0.0354 -0.0042 0.107
H -1.096994 -1.901514 0.473145 0.0138 -0.1818 -0.0272 -0.024
H -1.909961 1.186336 1.738651 0.4455 0.0984 -0.7964 0.114
H -4.583474 2.538492 0.532420 -0.6698 -1.3375 -1.7789 0.057
H -3.455173 3.368610 1.341312 1.0973 -0.5513 0.3025 0.097
H -5.364111 -1.103134 2.013429 0.0136 0.0503 -0.0348 0.074
H -5.224847 -0.447323 0.370297 0.1430 -0.0347 -0.1336 0.078
H -5.520425 0.632146 1.731116 0.0547 0.0187 0.0116 0.093
Cl -3.272023 2.514854 0.192344 0.3080 2.3021 4.5573 0.700
C -1.821611 -0.392382 -0.736444 -0.7910 1.2534 0.8645 -0.354
H -2.823011 0.040707 -0.937581 0.0530 -0.5033 -0.1131 0.012
H -3.038879 1.681789 -0.960319 -1.6679 -0.4581 -0.7661 0.053
```
Forces are in eV/Å.